one) ORCA calculation (ωB97M-V/def2-TZVPD) on a molecular structure, C5H5Cl2P.

Output
Gap between HOMO and LUMO   8.06 eV

```
! RIJCOSX wB97M-V def2-TZVPD def2/J DEFGRID3
* xyz 0 1
C 0.28 -0.73 1.13
C -0.95 -0.16 0.95
C -0.54 -0.02 -1.44
C 0.73 -0.57 -1.62
C -1.19 0.66 -0.27
P 1.51 -0.25 -0.11
Cl 2.06 1.58 0.35
Cl 3.25 -1.16 0.17
H 0.54 -1.35 2.02
H -1.72 -0.41 1.54
H -1.24 -0.05 -2.26
H -2.16 0.98 -0.37
H -0.55 1.49 -0.10
*
```

Here are the Löwdin charges for atoms 1 to 6, given in e: C -0.2399; C -0.1177; C -0.2619; C -0.2679; C -0.2181; P 0.0141


two) ORCA calculation (ωB97M-V/def2-TZVPD) on a molecular structure, C5H5Cl2P.

Output
Gap between HOMO and LUMO   9.05 eV

```
! RIJCOSX wB97M-V def2-TZVPD def2/J DEFGRID3
* xyz 0 1
C 1.39 1.74 -0.72
C 1.41 0.27 -0.70
C 1.26 1.08 -1.89
C 0.14 -0.26 0.02
C -1.84 -1.04 1.48
P -1.04 0.56 0.82
Cl -2.62 -1.50 0.00
Cl -2.99 -0.67 2.88
H 1.53 2.61 -0.18
H 2.11 -0.57 -0.76
H 1.58 1.05 -2.97
H 0.16 -1.39 0.26
H -1.10 -1.88 1.76
*
```

Here are the Löwdin charges for atoms 1 to 6, given in e: C -0.0203; C -0.3889; C 0.0030; C -0.4521; C -1.3612; P 0.8560


one) takes first place; second place is 0.0948 hartree up.


one) ORCA calculation (ωB97M-V/def2-TZVPD) on 2 unconnected molecules or ions with the total composition C2H5BO2.

Output
Gap between HOMO and LUMO (alpha / beta)   8.48 / 8.14 eV

```
! RIJCOSX wB97M-V def2-TZVPD def2/J DEFGRID3
* xyz 0 1
B 1.58 -0.03 0.29
C -2.19 0.19 -0.28
C -1.41 -0.53 0.54
O 2.13 1.21 0.22
O 2.13 -1.07 -0.30
H -3.24 -0.06 -0.40
H -1.73 0.69 -1.08
H -1.51 -1.16 1.39
H 1.27 1.70 0.28
H 2.97 -0.93 -0.66
*
```

Here are the Löwdin charges for atoms 1 to 6, given in e: B -0.4533; C -0.1194; C 0.0229; O 0.1269; O 0.1790; H 0.0431


two) ORCA calculation (ωB97M-V/def2-TZVPD) on a single C2H5BO2 molecule.

Output
Gap between HOMO and LUMO   10.14 eV
SMILES   C=CB(O)O

```
! RIJCOSX wB97M-V def2-TZVPD def2/J DEFGRID3
* xyz 0 1
B 0.67 0.46 -0.01
C -1.53 -1.06 0.09
C -1.02 0.13 -0.14
O 1.07 1.73 -0.25
O 1.50 -0.58 0.25
H -2.60 -1.25 0.04
H -0.91 -1.90 0.35
H -1.64 0.97 -0.39
H 2.01 1.90 -0.22
H 2.44 -0.39 0.27
*
```

Here are the Löwdin charges for atoms 1 to 6, given in e: B -0.6243; C -0.0328; C -0.0551; O 0.1681; O 0.1729; H 0.0511


two) takes first place; second place is 0.1792 hartree up.


one) ORCA calculation (ωB97M-V/def2-TZVPD) on 4 unconnected molecules or ions with the total composition C5H17NO5.

Output
Gap between HOMO and LUMO   9.85 eV
SMILES   CN[C@@H](C=O)CCO.O.O.O

```
! RIJCOSX wB97M-V def2-TZVPD def2/J DEFGRID3
* xyz 0 1
C 2.67 1.21 -1.54
N 1.79 0.22 -0.88
C 0.39 0.59 -0.75
C -0.44 -0.54 -0.18
C -0.18 -0.79 1.29
O -0.13 -2.18 1.66
C -0.18 0.97 -2.11
O -1.18 1.62 -2.29
H 3.23 0.69 -2.31
H 2.05 1.95 -2.03
H 3.30 1.63 -0.76
H 1.88 -0.73 -1.17
H 0.29 1.51 -0.16
H -1.51 -0.37 -0.33
H -0.19 -1.43 -0.77
H -0.91 -0.36 1.97
H 0.80 -0.40 1.61
H 0.60 -2.64 1.24
H 0.34 0.58 -3.01
H -4.11 -0.70 0.27
H -3.62 0.69 0.55
O -3.73 -0.16 0.98
H 2.14 1.82 1.40
H 2.66 3.17 1.16
O 2.16 2.69 1.83
H -1.96 -3.11 1.48
H -3.32 -2.73 1.76
O -2.84 -3.20 1.07
*
```

Here are the Löwdin charges for atoms 1 to 6, given in e: C -0.0856; N -0.0886; C -0.3556; C -0.1262; C -0.2145; O -0.0911


two) ORCA calculation (ωB97M-V/def2-TZVPD) on 4 unconnected molecules or ions with the total composition C5H17NO5.

Output
Gap between HOMO and LUMO   10.25 eV
SMILES   CNC(=O)C[C@@H](C)O.O.O.O

```
! RIJCOSX wB97M-V def2-TZVPD def2/J DEFGRID3
* xyz 0 1
C -0.07 0.19 0.05
C -0.81 0.83 1.22
C -1.47 2.18 0.92
O -1.70 -0.09 1.77
C -0.88 -0.14 -1.21
N -0.09 -0.34 -2.35
C 1.16 -1.13 -2.20
O -2.08 -0.15 -1.28
H 0.79 0.81 -0.18
H 0.33 -0.77 0.38
H 0.05 0.93 1.92
H -2.19 2.25 1.71
H -0.94 3.14 0.81
H -2.09 2.04 0.02
H -2.31 -0.54 1.18
H -0.54 -0.23 -3.24
H 1.40 -1.48 -3.22
H 0.97 -1.93 -1.47
H 1.99 -0.52 -1.87
H 0.73 1.90 -2.22
H 0.91 3.34 -2.35
O 1.44 2.55 -2.25
H -0.39 -2.33 2.36
H 1.24 -1.99 2.33
O 0.50 -2.54 2.60
H 3.29 -0.85 1.45
H 3.08 -1.96 2.45
O 2.71 -1.12 2.18
*
```

Here are the Löwdin charges for atoms 1 to 6, given in e: C -0.0828; C -0.4262; C -0.0290; O -0.0257; C -0.4720; N -0.0153


two) takes first place; second place is 0.0292 hartree up.


one) ORCA calculation (ωB97M-V/def2-TZVPD) on 2 unconnected molecules or ions with the total composition C8H16O2.

Output
Gap between HOMO and LUMO   10.62 eV
SMILES   C1CCOC1.C1CCOC1

```
! RIJCOSX wB97M-V def2-TZVPD def2/J DEFGRID3
* xyz 0 1
O 1.63 1.57 0.50
C 2.06 2.04 1.77
C 2.04 0.19 0.36
C 3.48 1.55 1.82
C 3.43 0.25 1.08
H 1.91 3.14 1.86
H 1.54 1.57 2.63
H 1.34 -0.50 0.86
H 2.15 -0.14 -0.69
H 4.07 2.33 1.32
H 3.75 1.55 2.90
H 3.60 -0.55 1.82
H 4.22 0.16 0.30
O -1.50 -1.09 -0.36
C -1.80 0.00 -1.22
C -2.71 -1.87 -0.29
C -2.77 -0.60 -2.25
C -3.59 -1.60 -1.46
H -2.27 0.82 -0.65
H -0.86 0.38 -1.66
H -2.38 -2.93 -0.29
H -3.27 -1.68 0.65
H -3.46 0.17 -2.67
H -2.26 -1.09 -3.10
H -3.80 -2.47 -2.12
H -4.56 -1.20 -1.10
*
```

Here are the Löwdin charges for atoms 1 to 6, given in e: O -0.1594; C -0.2269; C -0.1699; C -0.2146; C -0.1728; H 0.1297


two) ORCA calculation (ωB97M-V/def2-TZVPD) on 2 unconnected molecules or ions with the total composition C8H16O2.

Output
Gap between HOMO and LUMO   8.25 eV
SMILES   C=CC(C)C.C=CC(O)O

```
! RIJCOSX wB97M-V def2-TZVPD def2/J DEFGRID3
* xyz 0 1
C -0.61 -0.40 -2.28
C -1.29 -0.70 -0.95
C -2.24 0.18 -0.46
O 0.10 0.82 -2.15
O 0.21 -1.44 -2.71
H 0.58 0.97 -2.97
H 0.81 -1.66 -1.98
H -1.38 -0.30 -3.07
H -1.46 -1.76 -0.82
H -3.07 -0.21 0.12
H -2.43 1.10 -0.99
C 0.61 0.71 1.04
C 1.71 0.70 2.10
C -0.65 1.31 1.59
C 0.38 -0.76 0.55
C 1.42 -1.44 0.00
H 0.95 1.27 0.17
H -0.24 -1.33 1.25
H 1.40 0.13 2.98
H -0.96 0.87 2.53
H 1.95 1.71 2.42
H 2.61 0.23 1.70
H -0.63 2.40 1.64
H -1.50 1.04 0.78
H 1.51 -2.51 0.08
H 2.19 -0.92 -0.55
*
```

Here are the Löwdin charges for atoms 1 to 6, given in e: C -0.4625; C -0.1538; C -0.0269; O -0.0031; O -0.0081; H 0.1043


one) takes first place; second place is 0.0704 hartree up.


one) ORCA calculation (ωB97M-V/def2-TZVPD) on a single C16H27N3O3S molecule.

Output
Gap between HOMO and LUMO   9.31 eV
SMILES   C=C(C)CSc1nnc([C@@H](NC(=O)OC(C)(C)C)[C@@H](C)CC)o1

```
! RIJCOSX wB97M-V def2-TZVPD def2/J DEFGRID3
* xyz 0 1
C 2.71 0.76 -1.89
C 3.84 1.15 -1.31
C 3.85 2.25 -0.30
H 2.86 2.68 -0.14
H 4.54 3.04 -0.59
S 4.50 1.70 1.33
C 3.35 0.47 1.70
N 3.47 -0.46 2.60
N 2.34 -1.19 2.54
C 1.59 -0.69 1.62
O 2.18 0.39 1.04
C 0.29 -1.18 1.10
N -0.49 -0.06 0.65
C -1.81 0.08 0.96
O -2.42 -0.66 1.69
O -2.28 1.17 0.34
C -3.67 1.55 0.48
C -3.81 2.81 -0.38
H -4.83 3.18 -0.34
H -3.55 2.59 -1.41
H -3.14 3.58 -0.01
C -4.58 0.44 -0.06
H -4.47 -0.46 0.55
H -5.61 0.76 -0.03
H -4.30 0.20 -1.08
C -3.99 1.86 1.94
H -5.02 2.22 2.02
H -3.88 0.97 2.55
H -3.32 2.63 2.32
H -0.07 0.60 0.02
H -0.26 -1.67 1.91
C 0.56 -2.22 -0.03
C 1.18 -3.47 0.59
H 1.51 -4.16 -0.18
H 0.44 -3.98 1.21
H 2.02 -3.23 1.23
C -0.73 -2.57 -0.78
C -1.00 -1.68 -1.99
H -1.87 -2.05 -2.53
H -0.15 -1.69 -2.67
H -1.20 -0.66 -1.70
H -0.64 -3.60 -1.13
H -1.57 -2.53 -0.09
H 1.28 -1.78 -0.73
C 5.17 0.54 -1.62
H 5.85 1.30 -2.01
H 5.62 0.13 -0.72
H 5.07 -0.26 -2.35
H 2.69 -0.02 -2.63
H 1.76 1.22 -1.66
*
```

Here are the Löwdin charges for atoms 1 to 6, given in e: C 0.0445; C -0.4434; C -0.3987; H 0.0823; H 0.0854; S 1.0053


two) ORCA calculation (ωB97M-V/def2-TZVPD) on a single C16H27N3O3S molecule.

Output
Gap between HOMO and LUMO   9.37 eV
SMILES   C=C(C)CSc1nnc(CCCCCNC(=O)OC(C)(C)C)o1

```
! RIJCOSX wB97M-V def2-TZVPD def2/J DEFGRID3
* xyz 0 1
C -2.54 1.21 1.46
C -1.77 1.69 2.42
C -1.76 3.15 2.75
H -2.57 3.69 2.26
H -1.78 3.32 3.83
S -0.18 3.91 2.19
C -0.46 3.81 0.50
N -1.59 3.73 -0.13
N -1.29 3.63 -1.44
C -0.01 3.65 -1.56
C 0.80 3.53 -2.79
H 0.83 4.50 -3.28
H 1.82 3.26 -2.51
C 0.22 2.50 -3.78
C 0.40 1.04 -3.37
C -0.48 0.59 -2.19
H -1.31 1.28 -2.08
H -0.89 -0.39 -2.39
C 0.27 0.51 -0.85
N 0.98 -0.75 -0.70
C 0.56 -1.72 0.14
O -0.33 -1.59 0.95
O 1.30 -2.82 -0.06
C 1.11 -4.00 0.77
C 1.37 -3.67 2.24
H 0.63 -2.96 2.60
H 1.32 -4.58 2.83
H 2.36 -3.23 2.35
C 2.14 -5.00 0.25
H 3.14 -4.59 0.36
H 1.97 -5.20 -0.81
H 2.07 -5.93 0.80
C -0.31 -4.55 0.57
H -0.42 -5.47 1.13
H -1.04 -3.83 0.93
H -0.49 -4.75 -0.48
H 1.67 -1.00 -1.39
H 1.00 1.32 -0.76
H -0.43 0.56 -0.02
H 0.16 0.43 -4.24
H 1.46 0.86 -3.14
H -0.84 2.72 -3.90
H 0.72 2.66 -4.74
O 0.60 3.78 -0.35
C -0.85 0.83 3.23
H 0.13 1.31 3.33
H -0.72 -0.14 2.76
H -1.25 0.69 4.24
H -2.53 0.16 1.22
H -3.19 1.84 0.87
*
```

Here are the Löwdin charges for atoms 1 to 6, given in e: C 0.0440; C -0.4501; C -0.3983; H 0.0767; H 0.0829; S 1.0018


two) takes first place; second place is 0.0027 hartree up.


one) ORCA calculation (ωB97M-V/def2-TZVPD) on 2 unconnected molecules or ions with the total composition C3H5P.

Output
Gap between HOMO and LUMO   9.90 eV
SMILES   C#C.C=P

```
! RIJCOSX wB97M-V def2-TZVPD def2/J DEFGRID3
* xyz 0 1
C -0.22 -0.94 2.29
C -0.47 0.63 -1.32
C 0.72 -0.32 1.91
P 0.00 0.86 -2.93
H -0.98 -1.66 2.49
H 0.93 -0.18 -2.91
H -0.11 -0.06 -0.58
H -1.38 1.30 -0.96
H 1.51 0.38 2.00
*
```

Here are the Löwdin charges for atoms 1 to 6, given in e: C 0.0033; C -0.4861; C -0.0269; P 0.6963; H 0.0250; H -0.1858


two) ORCA calculation (ωB97M-V/def2-TZVPD) on a molecular structure, C3H5P.

Output
Gap between HOMO and LUMO   9.69 eV

```
! RIJCOSX wB97M-V def2-TZVPD def2/J DEFGRID3
* xyz 0 1
C 0.27 -1.34 -0.69
C -0.32 -0.27 0.22
C 0.77 0.73 -0.19
P 1.68 -0.59 -1.18
H -0.05 -2.31 -0.91
H -1.30 0.04 -0.01
H -0.24 -0.59 1.33
H 0.06 1.62 -0.95
H 1.36 1.14 0.69
*
```

Here are the Löwdin charges for atoms 1 to 6, given in e: C -0.4396; C -0.3811; C -0.4758; P 0.8727; H 0.0055; H 0.0665


two) takes first place; second place is 0.0476 hartree up.


one) ORCA calculation (ωB97M-V/def2-TZVPD) on 2 unconnected molecules or ions with the total composition C22H26N4O2.

Output
Gap between HOMO and LUMO   3.97 eV

```
! RIJCOSX wB97M-V def2-TZVPD def2/J DEFGRID3
* xyz 0 1
C -5.23 -4.33 1.81
C -4.68 -3.57 0.61
N -3.24 -3.80 0.59
C -2.42 -2.88 -0.08
C -2.88 -2.20 -1.22
C -2.09 -1.26 -1.83
C -0.86 -0.82 -1.25
C -0.15 0.25 -1.84
C 0.86 1.03 -1.20
C 0.82 1.32 0.20
C 1.71 2.23 0.76
C 2.76 2.76 -0.01
N 3.74 3.63 0.54
C 3.26 4.67 1.45
C 4.40 5.65 1.67
O 5.57 5.00 2.16
C 6.05 3.97 1.28
C 4.96 2.95 0.97
C 2.86 2.42 -1.38
C 1.90 1.62 -1.97
C -0.40 -1.54 -0.09
C -1.13 -2.60 0.43
C -2.86 -5.21 0.50
C -3.51 -5.99 1.63
O -4.91 -5.72 1.74
H -4.83 -3.87 2.73
H -6.33 -4.30 1.82
H -5.15 -3.92 -0.32
H -4.87 -2.49 0.74
H -3.86 -2.46 -1.65
H -2.42 -0.79 -2.76
H -0.38 0.49 -2.88
H 0.06 0.86 0.83
H 1.63 2.51 1.81
H 2.42 5.18 0.96
H 2.92 4.24 2.41
H 4.60 6.18 0.72
H 4.14 6.37 2.47
H 6.42 4.39 0.33
H 6.87 3.49 1.84
H 4.77 2.34 1.88
H 5.29 2.29 0.16
H 3.69 2.84 -1.95
H 1.94 1.40 -3.04
H 0.55 -1.27 0.37
H -0.76 -3.18 1.28
H -3.20 -5.64 -0.47
H -1.77 -5.28 0.56
H -3.45 -7.07 1.44
H -2.99 -5.73 2.58
N -1.74 1.69 -3.88
C -2.75 1.09 -4.42
N -3.64 0.42 -4.84
H -1.70 2.66 -4.19
*
```

Here are the Löwdin charges for atoms 1 to 6, given in e: C -0.1799; C -0.1452; N -0.1078; C -0.2039; C 0.0193; C 0.0406


two) ORCA calculation (ωB97M-V/def2-TZVPD) on a single C22H26N4O2 molecule.

Output
Gap between HOMO and LUMO   8.11 eV
SMILES   Cc1ncc(CN2CCC[C@@H](C(=O)Nc3ccc(-c4ccco4)cc3)C2)n1C

```
! RIJCOSX wB97M-V def2-TZVPD def2/J DEFGRID3
* xyz 0 1
C -5.66 -3.80 0.81
C -5.24 -2.60 0.04
N -4.90 -2.60 -1.23
C -4.58 -1.32 -1.53
C -4.74 -0.52 -0.43
N -5.15 -1.36 0.58
C -5.44 -0.97 1.93
H -6.50 -0.72 2.04
H -4.83 -0.10 2.19
H -5.21 -1.79 2.61
C -4.54 0.94 -0.24
N -3.50 1.20 0.75
C -2.18 0.73 0.36
C -1.49 1.64 -0.69
C -0.13 1.08 -1.09
O 0.10 0.72 -2.23
N 0.77 1.04 -0.07
C 2.09 0.60 -0.08
C 2.73 0.11 -1.22
C 4.04 -0.30 -1.16
C 4.76 -0.23 0.04
C 4.12 0.26 1.17
C 2.81 0.67 1.12
H 2.32 1.05 2.01
H 4.66 0.31 2.10
C 6.14 -0.66 0.10
C 6.99 -1.17 -0.85
C 8.22 -1.41 -0.21
C 8.05 -1.04 1.09
O 6.80 -0.58 1.29
H 8.71 -1.04 1.94
H 9.11 -1.81 -0.65
H 6.77 -1.36 -1.88
H 4.52 -0.67 -2.05
H 2.18 0.06 -2.15
H 0.45 1.37 0.83
C -1.42 3.07 -0.16
C -2.82 3.55 0.21
C -3.44 2.58 1.22
H -4.46 2.89 1.48
H -2.84 2.58 2.14
H -2.78 4.55 0.65
H -3.44 3.60 -0.68
H -0.78 3.12 0.73
H -0.98 3.73 -0.92
H -2.10 1.63 -1.60
H -2.29 -0.28 -0.04
H -1.58 0.68 1.27
H -5.46 1.39 0.14
H -4.33 1.39 -1.22
H -4.27 -1.05 -2.52
H -4.96 -4.01 1.62
H -5.68 -4.65 0.13
H -6.65 -3.66 1.23
*
```

Here are the Löwdin charges for atoms 1 to 6, given in e: C -0.0187; C -0.3797; N 0.0980; C -0.1043; C -0.2324; N -0.0351


two) takes first place; second place is 0.1823 hartree up.


one) ORCA calculation (ωB97M-V/def2-TZVPD) on a single C3H3BrO molecule.

Output
Gap between HOMO and LUMO   10.19 eV
SMILES   C=CC(=O)Br

```
! RIJCOSX wB97M-V def2-TZVPD def2/J DEFGRID3
* xyz 0 1
C -1.32 0.05 0.21
C -0.12 0.36 -0.24
C 1.06 -0.56 -0.13
O 1.05 -1.76 -0.13
Br 2.81 0.57 0.03
H -1.98 0.84 0.21
H -1.56 -0.91 0.52
H 0.05 1.40 -0.47
*
```

Here are the Löwdin charges for atoms 1 to 6, given in e: C 0.0755; C -0.1810; C -0.6765; O 0.0600; Br 0.5278; H 0.0473


two) ORCA calculation (ωB97M-V/def2-TZVPD) on a single C3H3BrO molecule.

Output
Gap between HOMO and LUMO   8.66 eV

```
! RIJCOSX wB97M-V def2-TZVPD def2/J DEFGRID3
* xyz 0 1
C -0.49 1.15 0.20
C 0.45 0.29 0.01
C 1.44 -0.58 0.00
O -2.39 -1.36 0.09
Br -2.34 0.27 0.01
H -0.48 2.19 0.06
H 2.16 -1.04 0.74
H 1.64 -0.92 -1.11
*
```

Here are the Löwdin charges for atoms 1 to 6, given in e: C -0.2897; C -0.2549; C 0.0191; O -0.7922; Br 1.0747; H 0.0466


three) ORCA calculation (ωB97M-V/def2-TZVPD) on a single C3H3BrO molecule.

Output
Gap between HOMO and LUMO   10.12 eV

```
! RIJCOSX wB97M-V def2-TZVPD def2/J DEFGRID3
* xyz 0 1
C -1.53 -0.75 -0.09
C -1.88 -2.06 -0.52
C -0.29 0.06 -0.09
O -2.00 -1.78 0.72
Br -3.01 0.45 -0.37
H -0.26 0.73 0.79
H -0.44 0.69 -0.89
H 0.61 -0.51 -0.14
*
```

Here are the Löwdin charges for atoms 1 to 6, given in e: C -0.9299; C 0.0337; C -0.0994; O 0.0086; Br 0.7730; H 0.1020


one) takes first place; second place is 0.1061 hartree up.